Entry from the OMol25 dataset: 6 unconnected molecules or ions with the total composition H13O6 (ωB97M-V/def2-TZVPD).

Summary:
Total charge = +1
Spin multiplicity = 1
Relative energy (zero: lowest compared OMol25 entry of this formula, charge and spin) = 2.407 eV
LUMO energy = -0.1192 Eh
E_tot = -12488.11816 eV
Largest force on an atom = 0.156 Eh/bohr
Highest occupied orbital energy = -14.43 eV
M = 109.1 g/mol

Last column: Mulliken charge in e.
Cartesian coordinates (Å):
O1 0.381 -0.053 0.225  -0.35
H1 0.026 0.812 0.685  0.47
H2 0.410 -0.791 0.696  0.34
H3 -0.089 -0.368 -0.653  0.58
O2 -1.716 1.774 -0.132  -0.60
H4 -1.981 2.194 -0.858  0.28
H5 -2.609 1.403 0.102  0.33
O3 0.396 2.022 2.174  -0.66
H6 -0.260 2.535 2.729  0.33
H7 1.082 2.698 2.030  0.32
O4 -0.669 -1.467 -1.827  -0.66
H8 -1.451 -1.171 -2.309  0.33
H9 -0.894 -2.399 -1.935  0.31
O5 2.099 -0.132 -2.365  -0.61
H10 1.666 -0.847 -2.847  0.32
H11 1.926 0.711 -2.717  0.31
O6 0.785 -2.049 2.025  -0.68
H12 0.246 -2.725 1.896  0.29
H13 0.652 -2.147 3.081  0.35


Entry from the OMol25 dataset: 7 unconnected molecules or ions with the total composition H13S7 (ωB97M-V/def2-TZVPD).

Summary:
Total charge = -1
Spin multiplicity = 1
Relative energy (zero: lowest compared OMol25 entry of this formula, charge and spin) = 1.298 eV
LUMO energy = 0.0871 Eh
E_tot = -76057.21285 eV
Largest force on an atom = 0.075 Eh/bohr
Highest occupied orbital energy = -3.31 eV
M = 237.6 g/mol

Last column: Mulliken charge in e.
Cartesian coordinates (Å):
S1 -0.068 -2.186 -1.407  -0.73
H1 0.742 -1.484 -2.235  -0.13
S2 0.424 1.949 -1.706  -0.28
H2 1.105 0.891 -2.191  0.12
H3 -0.285 1.244 -0.764  0.15
S3 5.088 0.511 -1.028  -0.29
H4 5.588 0.593 -2.286  0.13
H5 4.386 -0.581 -1.179  0.15
S4 -3.290 -1.230 -0.702  -0.34
H6 -2.504 -0.804 -1.724  0.15
H7 -2.186 -1.552 -0.023  0.11
S5 2.604 -3.966 1.136  -0.31
H8 2.527 -3.735 -0.165  0.14
H9 1.601 -4.936 1.268  0.13
S6 -3.389 3.289 -0.349  -0.28
H10 -4.368 4.105 -0.205  0.10
H11 -3.812 2.204 -1.327  0.18
S7 -0.969 2.107 5.224  -0.32
H12 -1.400 2.552 4.030  0.17
H13 -1.795 1.030 5.634  0.16


Entry from the OMol25 dataset: a molecular structure, H14N3O16Zn (ωB97M-V/def2-TZVPD).

Summary:
Total charge = -1
Spin multiplicity = 1
Relative energy (zero: lowest compared OMol25 entry of this formula, charge and spin) = 0.377 eV
LUMO energy = 0.0463 Eh
E_tot = -85868.02846 eV
Largest force on an atom = 0.111 Eh/bohr
Highest occupied orbital energy = -6.09 eV
M = 377.5 g/mol

Last column: Mulliken charge in e.
Cartesian coordinates (Å):
Zn1 -14.563 -5.483 -10.137  0.76
N1 -14.171 -4.735 -6.951  0.91
O1 -13.307 -5.214 -6.269  -0.69
O2 -14.857 -3.789 -6.480  -0.59
O3 -14.361 -5.111 -8.096  -0.38
N2 -11.984 -7.655 -10.200  0.83
O4 -11.149 -8.009 -9.415  -0.54
O5 -12.641 -6.615 -10.038  -0.36
O6 -12.232 -8.274 -11.254  -0.69
N3 -12.874 -2.996 -11.051  1.01
O7 -12.496 -2.004 -10.561  -0.59
O8 -13.811 -3.670 -10.624  -0.42
O9 -12.267 -3.477 -12.013  -0.65
O10 -17.395 -2.358 -6.813  -0.64
H1 -17.482 -1.875 -7.635  0.31
H2 -16.485 -2.219 -6.549  0.33
O11 -15.447 -7.478 -9.557  -0.44
H3 -15.697 -8.131 -10.211  0.29
H4 -15.185 -7.992 -8.793  0.28
O12 -12.329 -7.973 -6.716  -0.63
H5 -12.839 -7.932 -7.525  0.25
H6 -12.511 -7.144 -6.275  0.41
O13 -14.031 -2.231 -3.889  -0.63
H7 -13.199 -2.388 -3.442  0.29
H8 -14.018 -2.827 -4.637  0.37
O14 -10.963 -2.747 -6.160  -0.63
H9 -10.810 -2.859 -5.222  0.29
H10 -11.509 -3.494 -6.405  0.33
O15 -16.545 -4.840 -10.058  -0.36
H11 -17.247 -5.218 -10.587  0.32
H12 -16.932 -4.726 -9.191  0.37
O16 -17.549 -5.329 -7.322  -0.71
H13 -17.121 -4.528 -7.019  0.33
H14 -17.705 -5.835 -6.525  0.28


Entry from the OMol25 dataset: 6 unconnected molecules or ions with the total composition H14NO5 (ωB97M-V/def2-TZVPD).

Summary:
Spin multiplicity = 2
Relative energy (zero: lowest compared OMol25 entry of this formula, charge and spin) = 0.321 eV
LUMO energy (spin up / spin down) = 0.0166 / 0.0094 Eh
E_tot = -11952.20134 eV
Largest force on an atom = 0.020 Eh/bohr
Highest occupied orbital energy (spin up / spin down) = -2.33 / -11.05 eV
M = 108.1 g/mol

Last column: Mulliken charge in e.
Cartesian coordinates (Å):
N1 -3.538 -21.876 -17.502  -1.20
H1 -3.406 -20.879 -17.592  0.49
H2 -3.556 -22.412 -18.358  0.66
H3 -4.455 -21.958 -17.087  0.39
H4 -2.849 -22.193 -16.836  0.64
O1 -4.240 -23.669 -19.541  -0.86
H5 -4.912 -24.190 -19.980  0.36
H6 -3.509 -23.650 -20.159  0.34
O2 -1.305 -20.251 -15.759  -1.05
H7 -1.500 -19.314 -15.744  0.42
H8 -0.984 -20.444 -14.878  0.40
O3 -4.036 -18.965 -18.026  -0.97
H9 -3.174 -18.619 -17.796  0.32
H10 -4.397 -18.323 -18.637  0.45
O4 -5.791 -21.489 -16.004  -1.05
H11 -6.197 -20.622 -16.000  0.39
H12 -5.998 -21.856 -15.145  0.40
O5 -1.567 -23.519 -16.547  -0.84
H13 -1.328 -24.327 -16.091  0.36
H14 -0.756 -23.012 -16.577  0.35


Entry from the OMol25 dataset: 6 unconnected molecules or ions with the total composition H14NO5 (ωB97M-V/def2-TZVPD).

Summary:
Total charge = +1
Spin multiplicity = 1
Relative energy (zero: lowest compared OMol25 entry of this formula, charge and spin) = 1.747 eV
LUMO energy = -0.1124 Eh
E_tot = -11948.67558 eV
Largest force on an atom = 0.069 Eh/bohr
Highest occupied orbital energy = -13.42 eV
M = 108.1 g/mol

Last column: Mulliken charge in e.
Cartesian coordinates (Å):
N1 -1.801 0.115 -0.102  -0.41
H1 -1.904 -0.544 -0.915  0.34
H2 -1.222 -0.160 0.761  0.35
H3 -2.737 0.589 -0.121  0.42
H4 -1.147 0.890 -0.480  0.36
H5 -0.150 5.597 -0.073  0.32
H6 -0.983 5.043 0.976  0.31
O1 -0.342 4.736 0.375  -0.64
H7 -2.404 -2.948 -2.956  0.32
H8 -1.508 -2.832 -1.746  0.34
O2 -2.329 -2.475 -2.169  -0.66
H9 4.660 -4.859 0.856  0.33
H10 4.598 -3.990 -0.430  0.33
O3 4.099 -4.704 0.060  -0.66
H11 1.129 2.187 -0.842  0.30
H12 0.073 2.894 0.191  0.39
O4 0.303 2.052 -0.358  -0.72
H13 1.262 -0.196 2.097  0.32
H14 0.035 -0.860 2.847  0.32
O5 0.370 -0.535 2.031  -0.66


Entry from the OMol25 dataset: a molecular structure, H14NaO7 (ωB97M-V/def2-TZVPD).

Summary:
Total charge = +1
Spin multiplicity = 1
Relative energy (zero: lowest compared OMol25 entry of this formula, charge and spin) = 1.187 eV
LUMO energy = -0.1322 Eh
E_tot = -18972.32532 eV
Largest force on an atom = 0.056 Eh/bohr
Highest occupied orbital energy = -14.25 eV
M = 149.1 g/mol

Last column: Mulliken charge in e.
Cartesian coordinates (Å):
Na1 -0.169 0.217 0.509  1.00
O1 -1.208 2.318 0.452  -0.60
H1 -2.094 2.604 0.408  0.31
H2 -0.946 2.503 -0.463  0.32
O2 0.685 -1.811 -0.028  -0.61
H3 1.408 -1.942 0.614  0.30
H4 0.027 -2.518 0.088  0.29
O3 -2.225 -0.629 0.466  -0.55
H5 -2.514 -0.335 1.314  0.28
H6 -2.987 -0.645 -0.061  0.28
O4 0.062 0.019 2.831  -0.67
H7 -0.196 -0.935 2.989  0.35
H8 -0.701 0.606 2.991  0.33
O5 2.112 -0.218 -2.579  -0.61
H9 1.712 -0.423 -1.698  0.34
H10 2.843 -0.844 -2.740  0.30
O6 -0.577 0.021 -1.851  -0.59
H11 -1.496 0.255 -1.954  0.27
H12 -0.445 -0.928 -1.950  0.30
O7 1.959 0.930 0.454  -0.63
H13 2.140 1.546 -0.208  0.31
H14 2.610 0.205 0.424  0.29


Entry from the OMol25 dataset: a molecular structure, H14O11SSr (ωB97M-V/def2-TZVPD).

Summary:
Spin multiplicity = 1
LUMO energy = -0.0753 Eh
E_tot = -34421.64687 eV
Largest force on an atom = 0.126 Eh/bohr
Highest occupied orbital energy = -5.03 eV
M = 309.8 g/mol

Last column: Mulliken charge in e.
Cartesian coordinates (Å):
Sr1 -0.149 0.189 0.130  1.83
S1 3.376 -1.207 0.244  0.91
O1 3.528 -1.604 -1.142  -0.79
O2 3.636 -2.321 1.095  -0.76
O3 4.341 -0.228 0.545  -0.77
O4 2.076 -0.609 0.438  -0.64
O5 -0.139 -2.389 1.023  -0.46
H1 0.535 -2.637 1.720  0.30
H2 -0.938 -2.919 1.183  0.23
O6 1.392 2.249 0.808  -0.55
H3 2.267 2.126 1.067  0.26
H4 1.047 2.712 1.560  0.30
O7 0.151 -1.468 -1.959  -0.53
H5 0.601 -2.252 -1.659  0.29
H6 -0.646 -1.794 -2.424  0.26
O8 0.198 1.469 -2.153  -0.49
H7 -0.453 1.221 -2.799  0.27
H8 0.614 2.267 -2.443  0.24
O9 -1.456 2.655 0.264  -0.51
H9 -2.336 2.553 0.663  0.26
H10 -1.666 3.237 -0.478  0.29
O10 -2.465 -0.943 -0.709  -0.55
H11 -2.838 -1.317 0.039  0.26
H12 -3.050 -0.203 -0.949  0.32
O11 -2.228 0.391 1.783  -0.44
H13 -2.607 -0.296 2.327  0.25
H14 -2.788 1.128 1.829  0.21


Entry from the OMol25 dataset: 7 unconnected molecules or ions with the total composition H14O6S (ωB97M-V/def2-TZVPD).

Summary:
Structure (SMILES) = O.O.O.O.O.O.S
Spin multiplicity = 1
Relative energy (zero: lowest compared OMol25 entry of this formula, charge and spin) = 1.154 eV
LUMO energy = 0.0168 Eh
E_tot = -23347.27690 eV
Largest force on an atom = 0.012 Eh/bohr
Highest occupied orbital energy = -10.19 eV
M = 142.2 g/mol

Last column: Mulliken charge in e.
Cartesian coordinates (Å):
O1 -1.634 -2.092 -0.073  -0.64
H1 -1.994 -2.035 -0.964  0.31
H2 -1.093 -1.295 -0.017  0.34
O2 3.240 1.343 1.823  -0.58
H3 4.153 1.324 1.523  0.31
H4 3.272 1.497 2.774  0.30
O3 -4.548 -0.642 -3.245  -0.63
H5 -4.567 0.289 -2.971  0.33
H6 -5.180 -0.642 -3.972  0.31
O4 0.817 2.345 -0.805  -0.65
H7 0.308 1.983 -1.537  0.31
H8 0.807 1.627 -0.145  0.35
O5 1.167 -0.437 0.221  -0.61
H9 0.956 -1.324 0.537  0.30
H10 2.110 -0.355 0.424  0.27
O6 -1.445 -0.892 -3.594  -0.61
H11 -1.554 -1.543 -4.299  0.30
H12 -2.268 -1.016 -3.105  0.30
S1 2.972 0.442 5.443  -0.35
H13 1.643 0.262 5.417  0.17
H14 2.837 1.160 6.566  0.16


Entry from the OMol25 dataset: 7 unconnected molecules or ions with the total composition H14O6S (ωB97M-V/def2-TZVPD).

Summary:
Structure (SMILES) = O.O.O.O.O.O.S
Spin multiplicity = 1
Relative energy (zero: lowest compared OMol25 entry of this formula, charge and spin) = 1.292 eV
LUMO energy = 0.0080 Eh
E_tot = -23347.13962 eV
Largest force on an atom = 0.013 Eh/bohr
Highest occupied orbital energy = -9.66 eV
M = 142.2 g/mol

Last column: Mulliken charge in e.
Cartesian coordinates (Å):
O1 0.681 0.594 2.835  -0.58
H1 0.783 0.774 3.773  0.29
H2 0.432 -0.328 2.741  0.30
O2 -1.187 -0.844 -3.231  -0.62
H3 -0.967 -0.989 -2.303  0.36
H4 -0.467 -0.318 -3.589  0.29
O3 -1.721 0.284 0.659  -0.57
H5 -2.669 0.176 0.538  0.28
H6 -1.591 1.183 0.979  0.30
O4 -3.907 -1.266 -4.374  -0.62
H7 -3.473 -0.574 -4.888  0.31
H8 -3.682 -0.968 -3.485  0.30
O5 2.012 0.748 -0.347  -0.62
H9 1.524 0.019 -0.745  0.31
H10 2.934 0.485 -0.432  0.30
O6 0.263 -1.909 -0.422  -0.63
H11 -0.268 -2.685 -0.644  0.30
H12 -0.337 -1.456 0.188  0.30
S1 3.804 2.734 3.802  -0.27
H13 3.021 2.426 4.844  0.12
H14 4.817 1.914 4.100  0.14


Entry from the OMol25 dataset: 7 unconnected molecules or ions with the total composition H14O6S (ωB97M-V/def2-TZVPD).

Summary:
Structure (SMILES) = O.O.O.O.O.O.S
Spin multiplicity = 1
Relative energy (zero: lowest compared OMol25 entry of this formula, charge and spin) = 1.149 eV
LUMO energy = 0.0085 Eh
E_tot = -23347.28194 eV
Largest force on an atom = 0.042 Eh/bohr
Highest occupied orbital energy = -9.83 eV
M = 142.2 g/mol

Last column: Mulliken charge in e.
Cartesian coordinates (Å):
O1 -2.475 3.452 0.582  -0.63
H1 -3.090 4.062 0.231  0.32
H2 -2.248 2.896 -0.155  0.31
O2 1.322 -1.723 -1.280  -0.64
H3 0.918 -2.093 -2.064  0.28
H4 0.509 -1.589 -0.803  0.32
O3 2.157 0.816 -0.082  -0.63
H5 2.099 -0.163 -0.206  0.33
H6 2.398 0.797 0.874  0.32
O4 0.017 1.434 -2.309  -0.60
H7 0.755 1.656 -2.913  0.30
H8 0.448 1.393 -1.456  0.33
O5 -1.863 -0.181 0.248  -0.59
H9 -2.202 0.683 -0.005  0.27
H10 -2.631 -0.628 -0.101  0.31
O6 -3.275 1.878 -2.329  -0.64
H11 -3.696 1.141 -2.800  0.30
H12 -2.342 1.786 -2.591  0.32
S1 2.179 -3.072 3.007  -0.26
H13 3.463 -3.324 2.802  0.14
H14 2.124 -2.314 1.899  0.11


Entry from the OMol25 dataset: a molecular structure, H14O6S (ωB97M-V/def2-TZVPD).

Summary:
Spin multiplicity = 1
Relative energy (zero: lowest compared OMol25 entry of this formula, charge and spin) = 2.660 eV
LUMO energy = 0.0179 Eh
E_tot = -23345.77165 eV
Largest force on an atom = 0.115 Eh/bohr
Highest occupied orbital energy = -9.70 eV
M = 142.2 g/mol

Last column: Mulliken charge in e.
Cartesian coordinates (Å):
S1 -2.440 3.115 -0.106  -0.39
H1 -1.195 3.504 -0.530  0.17
H2 -2.687 2.321 -1.185  0.18
H3 -1.256 0.131 0.030  0.21
H4 -1.383 0.857 1.327  0.18
O1 -1.005 0.061 0.963  -0.80
H5 1.426 1.038 -1.864  0.28
H6 1.182 -0.433 -1.247  0.38
O2 0.802 0.367 -1.611  -0.61
H7 1.490 0.921 2.669  0.30
H8 0.688 0.149 1.654  0.40
O3 1.581 0.200 2.051  -0.67
H9 3.469 -1.702 0.044  0.30
H10 2.154 -1.042 0.456  0.34
O4 2.662 -1.328 -0.320  -0.66
H11 -2.103 -0.869 -0.437  0.37
H12 -1.108 0.080 -1.094  0.61
O5 -2.037 -0.031 -0.876  -0.60
H13 -0.414 -2.305 0.738  0.30
H14 0.290 -2.912 -0.495  0.27
O6 -0.117 -2.121 -0.166  -0.56